Entry from the Open Molecules 2025 dataset: C5H8BrCl in the gas phase at a distorted geometry (the ωB97M-V functional and the def2-TZVPD basis).

Summary:
HOMO energy in hartree: -0.340
E in Eh: -3229.4505
F_max in Eh/bohr: 0.113
HOMO-LUMO gap in eV: 10.0
SMILES: C/C=C(\Br)[C@H](C)Cl
Energy above the lowest of the compared OMol25 structures with the same formula, charge and spin in eV: 0.6400

Geometry as XYZ:
```
15
Properties=species:S:1:pos:R:3:nbo_charge:R:1
C -1.249 2.171 -0.344 -0.651
C -0.168 1.180 -0.409 -0.224
C -0.324 -0.119 -0.550 -0.108
Br -1.982 -0.940 -0.656 0.048
C 0.944 -1.348 -0.595 -0.184
C 0.983 -2.148 0.721 -0.625
Cl 2.444 -0.448 -0.791 -0.045
H -1.734 1.847 0.529 0.229
H -0.747 3.072 -0.152 0.221
H -1.818 2.078 -1.257 0.233
H 0.860 1.429 -0.217 0.229
H 0.741 -1.857 -1.496 0.213
H 1.449 -1.250 1.333 0.225
H 1.592 -3.030 0.706 0.222
H 0.106 -2.544 0.986 0.218
```

---

Entry from the Open Molecules 2025 dataset: a molecular structure, C18H37IrOPS4 (the ωB97M-V functional and the def2-TZVPD basis).

Summary:
HOMO energy (alpha / beta) in hartree: -0.610 / -0.681
E in Eh: -2820.6632
F_max in Eh/bohr: 0.019
HOMO-LUMO gap (alpha / beta) in eV: 7.5 / 6.5
Total charge: +3
2S+1: 5

Geometry as XYZ:
```
62
Properties=species:S:1:pos:R:3:nbo_charge:R:1
Ir 0.674 -0.527 1.069 0.623
C 3.657 -0.025 -0.469 -0.533
C 3.973 -0.011 1.017 -0.538
S 2.609 0.717 2.008 0.344
C 2.817 -0.155 3.610 -0.531
C 1.516 -0.312 4.384 -0.556
S 0.097 -1.092 3.531 0.375
C 0.188 -2.909 3.660 -0.543
C 1.400 -3.602 3.053 -0.548
S 2.140 -2.692 1.665 0.328
C 1.923 -3.578 0.095 -0.532
C 2.718 -2.778 -0.928 -0.534
S 2.214 -1.013 -1.015 0.305
H 4.523 -0.382 -1.028 0.282
H 3.431 0.981 -0.826 0.259
H 4.853 0.614 1.177 0.282
H 4.183 -1.007 1.393 0.247
H 3.494 0.459 4.205 0.283
H 3.303 -1.109 3.415 0.237
H 1.111 0.664 4.655 0.271
H 1.703 -0.853 5.313 0.283
H -0.737 -3.210 3.168 0.263
H 0.097 -3.168 4.716 0.282
H 1.155 -4.612 2.727 0.283
H 2.212 -3.671 3.775 0.264
H 0.866 -3.641 -0.158 0.241
H 2.341 -4.580 0.192 0.281
H 2.542 -3.186 -1.922 0.284
H 3.789 -2.809 -0.726 0.262
O -1.986 0.664 1.592 -0.322
C -1.324 0.423 0.658 0.090
C -3.427 2.777 -2.526 -0.622
C -3.419 1.892 -1.273 -0.522
C -3.864 2.648 -0.020 -0.621
P -1.759 1.102 -1.112 1.531
C -0.272 2.179 -1.309 -0.516
C -0.419 3.442 -0.458 -0.628
C 0.064 2.476 -2.770 -0.625
C -1.661 -0.463 -2.071 -0.540
C -2.069 -0.282 -3.534 -0.621
C -2.522 -1.537 -1.387 -0.618
H -4.456 3.101 -2.688 0.276
H -3.107 2.257 -3.428 0.231
H -2.824 3.675 -2.390 0.226
H -4.075 1.029 -1.432 0.264
H -3.279 3.553 0.138 0.228
H -3.828 2.031 0.876 0.230
H -4.901 2.954 -0.162 0.268
H 0.522 1.549 -0.879 0.218
H -1.182 4.106 -0.864 0.239
H 0.520 3.997 -0.468 0.258
H -0.664 3.224 0.584 0.219
H -0.738 3.019 -3.269 0.242
H 0.281 1.568 -3.333 0.224
H 0.949 3.113 -2.804 0.257
H -0.605 -0.751 -2.012 0.241
H -3.136 -0.075 -3.628 0.234
H -1.879 -1.214 -4.068 0.261
H -1.510 0.505 -4.037 0.231
H -3.586 -1.320 -1.485 0.242
H -2.290 -1.657 -0.326 0.203
H -2.347 -2.496 -1.875 0.259
```

---

Entry from the Open Molecules 2025 dataset: C5H10N4 in the gas phase at a distorted geometry (the ωB97M-V functional and the def2-TZVPD basis).

Summary:
HOMO energy (alpha / beta) in hartree: -0.286 / -0.300
E in Eh: -415.3052
F_max in Eh/bohr: 0.047
HOMO-LUMO gap (alpha / beta) in eV: 8.2 / 8.7
Energy above the lowest of the compared OMol25 structures with the same formula, charge and spin in eV: 6.8482

Geometry as XYZ:
```
19
Properties=species:S:1:pos:R:3:nbo_charge:R:1
C 0.691 1.151 0.367 -0.491
C -0.578 1.041 -0.484 -0.385
C -0.528 -1.474 -0.336 -0.394
C 1.548 -0.029 0.129 0.361
C -1.311 -0.253 -0.120 0.128
N 2.686 -0.193 -0.658 -0.495
N 2.643 -0.606 0.763 -0.473
N -2.738 -0.301 -0.340 -0.456
N -2.201 -0.123 0.998 -0.470
H 1.224 2.070 0.102 0.231
H 0.412 1.182 1.422 0.232
H -1.229 1.897 -0.295 0.218
H -0.313 1.015 -1.543 0.208
H -0.287 -1.754 -1.345 0.196
H -0.499 -2.232 0.424 0.200
H 2.696 -1.008 -1.268 0.361
H 3.210 0.022 1.336 0.347
H -3.113 0.591 -0.666 0.338
H -2.312 -0.996 1.515 0.345
```

---

Please write out number 1 again, unchanged.
Entry from the Open Molecules 2025 dataset: C5H8BrCl in the gas phase at a distorted geometry (the ωB97M-V functional and the def2-TZVPD basis).

Summary:
HOMO energy in hartree: -0.340
E in Eh: -3229.4505
F_max in Eh/bohr: 0.113
HOMO-LUMO gap in eV: 10.0
SMILES: C/C=C(\Br)[C@H](C)Cl
Energy above the lowest of the compared OMol25 structures with the same formula, charge and spin in eV: 0.6400

Geometry as XYZ:
```
15
Properties=species:S:1:pos:R:3:nbo_charge:R:1
C -1.249 2.171 -0.344 -0.651
C -0.168 1.180 -0.409 -0.224
C -0.324 -0.119 -0.550 -0.108
Br -1.982 -0.940 -0.656 0.048
C 0.944 -1.348 -0.595 -0.184
C 0.983 -2.148 0.721 -0.625
Cl 2.444 -0.448 -0.791 -0.045
H -1.734 1.847 0.529 0.229
H -0.747 3.072 -0.152 0.221
H -1.818 2.078 -1.257 0.233
H 0.860 1.429 -0.217 0.229
H 0.741 -1.857 -1.496 0.213
H 1.449 -1.250 1.333 0.225
H 1.592 -3.030 0.706 0.222
H 0.106 -2.544 0.986 0.218
```